(1)
# C17H23F5NO2P2SYb

A structure of composition C17H23F5NO2P2SYb in a non-equilibrium geometry (ωB97M-V with the def2-TZVPD basis set, OMol25).

```
! wB97M-V def2-TZVPD RIJCOSX def2/J DEFGRID3
* xyz 2 2
H -2.8033 -3.3092 1.5679
H 2.5260 2.8403 -1.2691
S -2.3562 1.8765 1.4962
N 0.7713 -1.5057 -0.9233
H -1.6748 -3.9223 0.3196
H -0.3646 -3.7359 3.6884
H 0.7189 2.8706 -4.0618
H -0.5945 -0.2348 -2.9812
H -0.4189 3.6031 -2.8849
C 2.4525 -3.2276 -2.3650
F -0.7573 6.5349 2.9244
H -1.5352 -4.4939 2.0148
C 1.2631 -2.6297 -0.3499
H 2.4633 -4.3739 -0.5145
H -0.9168 2.1626 -3.8167
H 2.9811 1.1918 -1.7981
H 0.8695 -4.0664 1.1942
H -3.1178 -1.2697 -0.8489
H 1.7249 -2.6019 1.7349
C 0.2549 2.6863 1.8977
H 3.0883 -3.9054 -2.9217
H 0.9696 0.1643 -3.8297
C 2.3489 2.0639 -2.0325
C 0.9027 -2.9668 1.0892
C -1.1219 2.9995 1.9140
H -1.0660 -2.1591 4.1367
C 0.5025 0.0090 -2.8475
C 1.9632 -2.0612 -2.9401
F -2.7141 4.7177 2.4046
C -1.7721 -3.6326 1.3750
F 0.6403 1.4391 1.4090
P 0.5631 1.6257 -1.9615
H -2.6794 -1.0235 -2.3924
C 1.1370 -1.2164 -2.1960
C -1.4214 4.3254 2.3120
H 2.6148 2.4705 -3.0225
C 2.1048 -3.4953 -1.0417
P -0.6408 -2.2460 1.7760
C 0.9093 4.8783 2.6049
H -3.7535 -0.3550 1.0169
O -3.7677 -1.2502 0.6013
Yb -0.9699 0.0448 -0.0136
H 0.6764 -2.2872 3.8032
F 2.5619 3.2174 2.3151
C -0.0695 2.6634 -3.3261
C -0.4392 5.2599 2.6179
O -2.4095 -0.8865 -1.4783
C 1.2581 3.5701 2.2758
F 1.8495 5.7780 2.9170
C -0.3149 -2.6538 3.5182
H -4.5991 -1.6894 0.8646
H 2.1623 -1.7935 -3.9725
*
```

Calculated values
ΔE to the lowest compared entry with this formula, charge and spin   0.00 kcal per mole
LUMO level (spin up / spin down)   -6.38 / -8.09 eV
Molecular weight   635.421 g/mol

=====

(2)
# C17H23FN3O

A cluster of 2 separate species, C17H23FN3O in total in a non-equilibrium geometry (ωB97M-V with the def2-TZVPD basis set, OMol25).

```
! wB97M-V def2-TZVPD RIJCOSX def2/J DEFGRID3
* xyz 1 1
C -3.8137 0.6834 -0.2011
C 4.4650 1.2135 -1.5314
C 2.6795 -0.7002 -1.2894
H -3.3615 -1.0333 -2.3004
H -2.3154 -1.9378 2.6677
C -1.8752 1.2006 1.3322
C 6.1992 -0.4655 -1.2660
H -3.4979 2.5293 0.8575
C 6.8150 1.8412 -1.6182
H 1.8712 -1.4411 -1.2275
C -4.4671 -1.4934 0.8969
H -4.2080 -2.5423 1.0484
N -2.0723 -1.0679 0.2661
F 8.4570 0.1353 -1.3357
C -1.5143 -0.2938 1.4379
C 0.0093 -0.4301 1.5499
H 0.5386 0.0301 0.7152
C 2.3056 0.6627 -1.4652
H -3.6359 -2.5542 -1.4394
H 5.2408 3.2235 -1.8845
N 3.1734 1.6409 -1.5866
C 5.5051 2.1814 -1.6922
C -2.0523 -0.8841 2.7689
H -4.4907 -1.0026 1.8667
C -3.8738 -1.4891 -1.4526
O -1.3718 -0.8774 -0.7012
H 7.5916 2.5995 -1.7167
H 0.3080 -1.4787 1.6091
H 0.3639 0.0683 2.4490
H 1.2377 0.9073 -1.5073
H -4.8852 0.8269 -0.3421
H -2.9201 -0.3484 3.1500
H -1.5990 1.6989 2.2619
H -4.9401 -1.3890 -1.6418
C 4.8090 -0.1392 -1.3212
C -3.3522 1.4614 1.0323
C -3.5140 -0.8245 -0.1162
H -1.2743 1.6668 0.5436
N 3.9089 -1.1533 -1.1909
H 6.4808 -1.5130 -1.1233
H -3.9714 1.2089 1.8956
H -1.2998 -0.8359 3.5526
H -5.4902 -1.4619 0.5270
C 7.1650 0.4679 -1.3915
H -3.3281 1.1087 -1.0861
*
```

Calculated values
ΔE to the lowest compared entry with this formula, charge and spin   0.00 kcal per mole
LUMO level   -7.21 eV
Molecular weight   304.389 g/mol

=====

(3)
# C17H23N2W

A structure of composition C17H23N2W in a non-equilibrium geometry (ωB97M-V with the def2-TZVPD basis set, OMol25).

```
! wB97M-V def2-TZVPD RIJCOSX def2/J DEFGRID3
* xyz 1 3
C -1.2832 -2.1835 1.2987
C 2.0824 1.3470 0.9708
H 1.5912 1.3355 3.3075
H 0.2537 -1.5755 -3.4511
H 1.6344 -0.4698 -3.5493
C -0.7255 -1.6335 -0.8714
C -1.6464 0.4390 -2.9224
H 0.1125 -0.0461 -4.4646
N 0.1411 0.8953 4.7687
C 0.5699 0.9855 3.4912
H -0.0260 1.9330 -3.8911
W -0.0743 0.1127 -0.0372
N -0.3465 0.5272 2.6211
C 2.3397 0.0118 1.3598
C 0.5159 -0.4917 -3.4930
H -1.5077 0.6818 -4.0250
H 2.4312 -1.8990 0.1762
H -2.1624 -0.5420 -2.8314
H -1.6983 0.1395 5.6247
H 2.5460 -0.3482 2.3560
C -0.1819 0.4331 -2.3072
H -3.1313 -0.9131 1.3635
H 2.0300 -0.3520 -1.8878
H 1.7376 2.2750 -0.9968
H -2.2907 1.2058 -2.4460
H -0.4122 -1.8743 -1.8734
H -1.3188 -2.7390 2.2319
C 2.2126 -0.8462 0.2564
C -1.1199 0.3319 4.7482
H -2.2777 -0.3835 3.0339
C -1.4080 0.1107 3.4351
H -2.5672 -0.1988 -1.0504
C -2.2344 -1.2546 0.8519
H 1.9723 2.2297 1.5795
C -0.2967 -2.3495 0.3074
C 1.8634 -0.0368 -0.8929
C 0.3152 1.8450 -2.8073
H 1.4253 1.9778 -2.7950
H 0.4972 -3.0874 0.3153
H 0.6610 1.2140 5.5658
H -0.1126 2.6636 -2.1889
C 1.8139 1.3714 -0.4137
C -1.9251 -0.8417 -0.4676
*
```

Calculated values
ΔE to the lowest compared entry with this formula, charge and spin   59.13 kcal per mole
LUMO level (spin up / spin down)   -3.90 / -4.25 eV
Molecular weight   439.225 g/mol

=====

(4)
# C17H23N3O3

An isolated molecule of C17H23N3O3 in a non-equilibrium geometry (ωB97M-V with the def2-TZVPD basis set, OMol25).

```
! wB97M-V def2-TZVPD RIJCOSX def2/J DEFGRID3
* xyz 0 1
C -2.7795 1.5901 0.6887
H -1.9322 2.3482 1.0298
H 4.8346 1.1189 -0.6831
C 4.4810 -0.8724 0.0907
C -6.2461 1.2484 -0.3843
H -2.3278 -1.7323 0.4650
H 3.8613 0.1755 -1.7257
C -4.8775 1.1408 -0.0360
C -2.8677 0.2375 0.6096
C 5.5705 -1.6015 -0.6930
H -6.7267 2.2080 -0.4765
N -3.9980 2.0872 0.3867
C -1.8021 -0.8244 0.7809
H 5.7690 0.2339 1.3396
C 0.4235 0.2693 0.2782
H 3.6358 -1.5439 0.2193
H 0.8772 2.5105 0.4653
N 0.1739 -1.9137 -0.5218
O 1.4521 3.1231 -0.0541
H -6.7628 -2.1314 -0.7571
H -4.3852 -2.2903 -0.2139
O 3.3718 3.0156 -1.1581
H 2.7469 1.0509 1.0313
H -4.1671 3.0721 0.3999
C -4.2142 -0.0933 0.1308
C 2.7435 0.9779 -0.0687
H -7.9487 0.0107 -0.8422
H 0.2675 -2.4980 0.3204
H 5.2786 -1.7216 -1.7300
C 4.0269 0.3969 -0.6611
H 5.7749 -2.5446 -0.2529
C -4.9043 -1.2955 -0.1823
C 2.5247 2.4660 -0.5134
C -6.2293 -1.2090 -0.5170
H 4.2485 -0.1776 2.1441
O 0.1366 1.1670 1.0441
H 6.5159 -0.9857 -0.7498
H 1.7153 -0.6269 -0.9868
H 5.3821 -1.4461 1.8617
C -6.8712 0.0574 -0.6235
H -1.0364 -0.3228 -1.1494
H -0.3617 -2.5070 -1.1407
H -1.4070 -0.9863 1.8160
N 1.6167 0.0575 -0.2559
C -0.5952 -0.7056 -0.1888
C 5.0119 -0.5338 1.4642
*
```

Calculated values
ΔE to the lowest compared entry with this formula, charge and spin   36.44 kcal per mole
LUMO level   0.50 eV
Molecular weight   317.389 g/mol
SMILES   CC(C)C[C@H](NC(=O)[C@@H](N)Cc1c[nH]c2ccccc12)C(=O)O

=====

(5)
# C17H23N3O3

An isolated molecule of C17H23N3O3 (ωB97M-V with the def2-TZVPD basis set, OMol25).

```
! wB97M-V def2-TZVPD RIJCOSX def2/J DEFGRID3
* xyz 0 1
H -5.0404 1.6537 1.2410
O -5.2198 -0.7998 1.1713
C -1.9730 1.3888 0.0570
N 0.2383 1.4769 -0.7799
C -3.0955 -2.2060 0.2253
C 2.9864 -0.5348 2.0697
O -3.3526 3.2466 0.6934
H 0.0487 3.8851 0.4357
C -1.9645 -0.0562 -0.0446
H -0.4606 3.9930 -1.2459
C -0.8270 2.1140 -0.3326
H 5.1092 -0.6305 1.7241
C 2.5201 0.2932 0.9114
H 2.0596 0.3009 -2.2576
H 1.7684 1.0272 1.1624
C -4.2492 -0.1682 0.8287
H 2.1845 -1.2308 2.3390
C 1.4831 2.0681 -1.1954
H 3.2116 -2.5915 0.3723
C -3.5724 -2.6147 -1.1356
C -3.1633 2.0514 0.5496
H 1.3224 2.6785 -2.0938
H 1.8761 2.7279 -0.4135
H 3.7206 -1.3478 -1.6530
H -3.7545 -2.6015 0.9992
H -1.6725 4.0392 0.0516
H -4.9884 -3.5898 -2.3376
N -4.2036 1.1979 0.8946
H 3.3745 1.4320 -1.9679
N -3.0942 -0.7491 0.3541
C -4.6692 -3.3153 -1.3465
H 3.1502 0.1125 2.9354
H 4.4433 -2.0640 2.5126
H -5.2933 -3.6416 -0.5316
C -0.7342 3.6009 -0.2673
H 0.1526 0.4501 -0.8060
C 2.4938 0.9716 -1.5095
C 4.1084 -1.9692 0.3769
H 4.9493 -0.3938 -0.8302
H -2.0674 -2.5432 0.3816
C 4.2565 -1.3127 1.7433
C 2.9499 0.1433 -0.3331
H -2.9536 -2.2750 -1.9554
O -1.0079 -0.7171 -0.4608
H 4.9668 -2.6086 0.1626
C 3.9829 -0.8917 -0.6951
*
```

Calculated values
ΔE to the lowest compared entry with this formula, charge and spin   20.98 kcal per mole
LUMO level   0.60 eV
Molecular weight   317.389 g/mol
SMILES   C=CCN1C(=O)NC(=O)/C(=C(\C)NCCC2=CCCCC2)C1=O

=====

(6)
# C17H23N3O3

A structure of composition C17H23N3O3 in a non-equilibrium geometry (ωB97M-V with the def2-TZVPD basis set, OMol25).

```
! wB97M-V def2-TZVPD RIJCOSX def2/J DEFGRID3
* xyz 0 1
H -1.0859 3.4384 4.8383
C -0.7702 2.3315 2.7630
O -0.4473 4.4149 0.6606
N -0.5642 0.7281 0.8945
H -1.0751 2.4923 0.8222
H -0.5444 -0.5965 -2.7086
C -0.4988 -1.2150 -0.5812
H 2.2412 5.7014 3.6748
C 0.7373 -4.7477 -6.3370
C 1.3956 -4.8466 -4.1408
C 1.1221 5.6675 3.6409
H 0.9882 5.7806 1.5718
C 0.2654 -5.3463 -3.4014
H -0.4330 -4.9017 -5.9635
C -1.1282 3.7760 2.7377
C 1.5816 -5.4339 -5.4233
C -0.0987 4.4292 1.7909
H -0.2417 -1.8342 1.2011
O 0.3583 -4.9606 -2.0767
N 0.9283 5.2683 2.2329
H 1.4491 -6.5266 -5.5744
H 2.5574 -5.5811 -3.3852
C -0.2928 -2.2138 0.1862
O -0.1876 1.5679 3.5840
C -0.0482 -3.2223 -0.4109
H 2.5541 -5.4747 -5.8065
C -0.4458 -2.6847 -2.5542
H 0.7595 4.7050 5.6036
C 0.6816 4.6111 4.3401
C -0.1702 -3.6771 -1.6470
H -2.0803 3.9092 2.4325
H 0.7098 6.6309 3.7844
H -0.4960 -4.8369 -3.8321
H 1.0757 3.5678 4.2029
N -0.7914 1.8754 1.3057
H -0.4165 -2.8635 -3.5583
C -0.8938 4.1956 4.3681
H -1.3145 5.2292 4.4115
H 0.2851 -4.1990 0.5047
H 0.1685 -6.6156 -3.2324
H 0.8187 -3.5450 -6.3135
H 1.6846 -3.9521 -4.0698
H 0.8091 -4.9995 -7.3164
C -0.5786 0.2575 -0.2889
H -1.1178 1.0866 -1.0132
C -0.5707 -1.2904 -2.0756
*
```

Calculated values
ΔE to the lowest compared entry with this formula, charge and spin   446.98 kcal per mole
LUMO level   0.42 eV
Molecular weight   317.389 g/mol

=====

(7)
# C17H23N3O4

An isolated molecule of C17H23N3O4 in a non-equilibrium geometry (ωB97M-V with the def2-TZVPD basis set, OMol25).

```
! wB97M-V def2-TZVPD RIJCOSX def2/J DEFGRID3
* xyz 0 1
H 1.2124 -0.9102 -1.0496
O 1.0403 3.4724 -0.5466
H -3.1310 -3.3038 -0.3979
O 3.3798 -2.8523 0.5894
C -1.7886 1.3989 0.7573
N 2.2897 1.9473 0.3445
C -4.1518 -3.2498 0.2842
C -1.3565 2.7550 0.9259
H 0.4504 2.9130 2.0859
H 2.5024 -2.1074 -1.9632
C -4.0329 1.6299 -0.0443
C -3.4348 -0.5227 0.1474
C 4.1825 -2.0208 1.0055
O -4.9049 -2.1430 -0.2835
H -4.6738 -4.2888 0.1217
C -4.5727 -0.9792 -0.2401
H -5.9421 1.9459 -0.9945
C 3.2683 1.9882 -0.6854
H 5.2461 -2.4315 1.1278
N 3.0251 -0.4214 -0.4155
O 0.2900 0.7946 1.4803
C 0.2157 2.4743 1.3386
C -5.5075 -0.1603 -0.8230
H 4.7755 -1.6009 -1.2840
H 4.2536 2.0056 -0.4623
C 1.1417 2.7118 0.3241
H -1.1612 3.0613 0.0262
N -0.9761 0.4520 1.0628
H 3.8993 0.5346 -2.2870
C -3.0564 0.8271 0.1243
H -6.6032 -0.2502 -1.0932
C 2.1620 -2.4552 0.2934
H -3.7894 -3.1786 1.2423
H 3.0110 2.8857 -1.3111
H 5.0917 -0.1077 -0.0813
C 4.4295 -1.0658 -0.2202
H 1.6457 -1.9848 1.1656
C 3.1146 0.7277 -1.4992
H -1.9778 3.2745 1.7779
C 2.1557 -1.3701 -1.1445
H 2.1609 0.6618 -1.8127
H -3.7824 2.7614 -0.1831
H 1.4412 -3.5140 0.0872
C -5.2416 1.2644 -0.6149
H 2.3993 1.2717 0.7719
H -2.6114 -1.2962 0.5968
H 3.9121 -1.5442 1.7562
*
```

Calculated values
ΔE to the lowest compared entry with this formula, charge and spin   403.61 kcal per mole
LUMO level   0.60 eV
Molecular weight   333.388 g/mol
SMILES   COc1cccc(C2=NO[C@@H](C(=O)NCCN3CCOCC3)C2)c1

=====

(8)
# C17H23N3OS

An isolated molecule of C17H23N3OS (ωB97M-V with the def2-TZVPD basis set, OMol25).

```
! wB97M-V def2-TZVPD RIJCOSX def2/J DEFGRID3
* xyz 0 1
H 1.1551 1.0547 4.8386
H -0.4872 -0.9686 4.2639
H -0.3627 0.8351 0.2808
C -1.1319 -1.8511 -0.6433
H -2.8372 1.1844 2.6914
H 0.4112 2.6546 4.8928
H 3.8044 0.4890 -5.7911
N -2.0709 0.9567 2.0755
C 2.9346 -2.3084 -2.6017
C 0.9078 -2.3425 -1.3825
C 2.9688 0.3131 -5.1153
H -2.1996 -0.5778 4.0663
H -2.7888 -0.0234 -1.7367
N -0.0604 -2.6878 -0.4805
C 0.1513 1.5925 2.9958
C 2.4728 -1.2118 -3.3557
C -0.8808 -0.9491 -1.6378
H -2.0115 -1.9576 -0.0367
C 2.1673 -2.8817 -1.6173
H -2.0394 2.2816 -1.6458
S -3.6838 2.0600 0.3734
H -0.3343 1.7981 -1.8550
C 1.2245 -0.6698 -3.1245
C -1.3024 1.5017 -1.4460
C -2.2182 1.4281 0.8166
C -0.9870 0.9774 5.0376
H 2.7830 1.2194 -4.5285
C -1.7674 0.1720 -2.0668
O 3.3574 -0.7616 -4.2988
N -1.1531 1.3904 -0.0137
C -0.8582 0.4574 2.6857
H -0.8947 0.6292 6.0647
H -0.2483 2.5340 2.6177
H 1.1124 1.4201 2.5131
C 0.4301 -1.2401 -2.1259
H 3.9179 -2.6874 -2.8293
C -1.1920 -0.1650 4.0474
H -1.8210 1.6786 4.9841
H 0.8483 0.1666 -3.6914
H 2.0753 0.0719 -5.7010
H 2.5306 -3.7253 -1.0496
H -1.7648 0.2691 -3.1532
H -0.0211 -3.4717 0.1476
H -0.4254 -0.2932 2.0124
C 0.2891 1.6384 4.5230
*
```

Calculated values
ΔE to the lowest compared entry with this formula, charge and spin   26.80 kcal per mole
LUMO level   0.51 eV
Molecular weight   317.458 g/mol
SMILES   COc1ccc2[nH]cc(CCNC(=S)NC3CCCC3)c2c1

=====

(9)
# C17H23N5O2

A cluster of 5 separate species, C17H23N5O2 in total in a non-equilibrium geometry (ωB97M-V with the def2-TZVPD basis set, OMol25).

```
! wB97M-V def2-TZVPD RIJCOSX def2/J DEFGRID3
* xyz 0 1
H -9.3634 -0.5649 -5.2176
C 3.0457 -0.4775 8.2528
O -2.3448 1.1244 1.3871
H -0.6320 3.0521 0.7740
H 1.6097 -0.3228 -6.0703
H 1.8823 2.1876 -5.2581
C 5.6571 0.8807 0.8968
H -6.7113 -2.4611 -2.6232
C -0.3194 2.1364 1.2759
C -7.3828 -2.3944 -3.4665
H 0.9758 -0.6255 7.7768
C 3.9024 -1.2788 8.8902
N 5.8629 0.1438 -0.2216
C -0.1529 2.1579 -5.0129
H 4.9416 -1.0908 9.1162
H -7.6832 -4.4105 -4.3215
H 5.6481 -0.8398 -0.3011
C 0.7854 0.3212 -5.8017
H 6.4225 0.6413 -2.2852
C -1.1752 1.2547 -5.3297
C 6.2397 0.9858 -1.2781
N 1.0439 1.6378 -5.3803
C -8.8826 -2.7232 -5.1052
H 5.9818 2.9594 1.3785
C 1.8819 -2.2481 8.7884
H -0.3139 3.1565 -4.6343
H -9.5445 -3.1584 -5.8393
N -7.9139 -1.1976 -3.7531
H 5.5328 0.3223 1.8129
C -0.5726 0.0594 -5.6802
C 6.3964 2.2384 -0.7277
H 3.4494 -3.1208 10.0212
H -2.2277 1.4028 -5.1382
C 5.8897 2.2090 0.6072
H 6.7550 3.1042 -1.2645
H 0.1255 1.4347 0.5704
C -7.9553 -3.3654 -4.3110
C 3.1133 -2.3701 9.3214
N 1.8278 -1.0395 8.1271
H 3.2839 0.4190 7.6997
C -8.8821 -1.4163 -4.7595
H -1.0445 -0.8650 -5.9790
H -7.6196 -0.3665 -3.2604
N -1.4699 1.5364 2.0884
H 0.4591 2.3012 2.0207
O -1.4744 1.4566 3.3161
H 0.9523 -2.7868 8.8983
*
```

Calculated values
ΔE to the lowest compared entry with this formula, charge and spin   163.63 kcal per mole
LUMO level   0.23 eV
Molecular weight   329.404 g/mol
SMILES   C[N+](=O)[O-].c1cc[nH]c1.c1cc[nH]c1.c1cc[nH]c1.c1cc[nH]c1

=====

(10)
# C17H23N5O2PbS

A structure of composition C17H23N5O2PbS in a non-equilibrium geometry (ωB97M-V with the def2-TZVPD basis set, OMol25).

```
! wB97M-V def2-TZVPD RIJCOSX def2/J DEFGRID3
* xyz 4 1
H 2.2176 0.0687 -3.5751
H -5.1428 -1.4436 0.0472
C -0.2963 -1.5589 5.7085
C -4.3865 -2.1877 -0.2243
H 0.8248 5.1944 -1.0960
C 0.0401 -1.7911 1.4555
H -0.7898 5.2853 -0.2976
H -1.6434 -1.9303 -3.3580
C 0.1607 3.4784 -0.2027
C 0.2316 4.8964 -0.2245
C 0.0944 1.6097 5.7158
Pb -0.0536 0.0347 -0.8410
C 0.4885 1.3691 -3.3311
H -1.2393 -1.5783 3.7919
O 2.5428 1.0790 2.0958
N 0.4847 1.1173 4.4061
C 4.0417 -2.6322 -0.9562
S -0.1788 0.1023 2.0510
H 0.8421 -2.0530 -3.5770
H 3.7276 -3.6261 -1.2882
N 0.0758 2.3132 -0.1778
H -0.6306 0.9077 6.1074
C -1.6888 0.2517 -3.2093
H -1.1863 -1.4564 6.3166
H 0.5353 -0.9638 6.0672
H 1.0908 2.2877 -3.3605
C 1.1265 0.1126 -3.4538
O 0.0486 -2.7714 2.0738
N 1.9123 -1.2463 -0.5704
N -0.6642 -1.0027 4.4187
H -2.7839 0.3158 -3.1412
H -4.3664 -3.0077 0.5003
H 1.0104 1.6330 6.2928
H 0.9735 1.7575 3.7705
C -1.0508 -1.0054 -3.3307
C -0.0143 0.0132 3.8473
H 0.7096 5.2256 0.7034
C 0.3567 -1.0750 -3.4541
C -3.1171 -1.5504 -0.2015
H 4.6212 -2.1201 -1.7305
C 1.6596 0.6926 1.4567
C 2.8535 -1.8592 -0.7199
H -4.5600 -2.5671 -1.2374
N -2.0857 -1.0040 -0.1774
H -0.3346 2.5976 5.5943
C -0.9194 1.4383 -3.2089
H -0.0115 -2.5982 5.5817
H 4.5936 -2.6824 -0.0144
H -1.4246 2.4119 -3.1387
*
```

Calculated values
ΔE to the lowest compared entry with this formula, charge and spin   70.61 kcal per mole
LUMO level (spin up / spin down)   -15.92 / -16.25 eV
Molecular weight   568.671 g/mol